1.
The following is a quantum chemistry calculation of a gas-phase ion, C26H33N4O6S2 (charge +1) at a distorted geometry, from OMol25.

The geometry in XYZ format:
```
71
Properties=species:S:1:pos:R:3:forces:R:3:mulliken_charge:R:1
C 6.170479 0.670549 -2.843753 -0.2944 0.0447 0.1599 -1.248
H 7.067300 1.164311 -2.480609 0.1377 0.0293 -0.0090 0.431
H 5.944344 1.059786 -3.833831 0.0421 0.0263 -0.1302 0.290
H 6.375296 -0.393238 -2.929700 0.0621 -0.0990 -0.0399 0.305
C 5.016694 0.930253 -1.871471 0.2175 -0.0521 -0.1110 -0.776
N 3.723074 0.395943 -2.265437 -0.0395 -0.0375 -0.0850 0.816
C 3.073587 1.149768 -3.319114 -0.1469 0.2321 0.1924 -0.893
H 2.469952 0.481576 -3.934807 0.0252 0.0457 -0.0387 0.524
C 2.143087 2.219934 -2.721072 0.2697 -0.1445 -0.5200 -1.405
N 1.206731 1.616483 -1.790983 -0.0791 0.1861 -0.4425 0.420
C 1.576977 1.369045 -0.497601 0.3237 -0.1520 1.2555 0.270
N 0.945839 0.511621 0.229005 0.2846 -0.0545 -0.6514 0.431
C 1.404103 0.489094 1.513338 0.6872 0.4863 0.7309 -1.147
C 0.915167 -0.304793 2.541272 0.1681 0.1093 0.0869 -1.152
C 1.492474 -0.216004 3.796452 0.0401 0.1625 -0.0421 0.616
C 2.587892 0.644927 4.022697 -0.0694 -0.0676 -0.2410 0.490
C 3.063633 1.460421 3.005194 -0.0637 -0.1552 0.2063 -0.904
C 2.462627 1.387556 1.765296 -0.3115 -0.2388 -0.0913 1.237
S 2.842154 2.276104 0.315378 -0.3215 -0.1041 -0.0021 -0.422
H 3.889604 2.121849 3.205107 0.1414 0.0798 0.0881 0.497
O 3.213587 0.707249 5.230039 0.0109 0.2839 -0.1129 -0.465
C 2.896571 -0.362369 6.097834 -0.3601 -0.3989 0.1736 -0.464
C 1.391311 -0.610887 6.091758 0.3836 0.2264 0.3518 -0.455
H 1.120594 -1.435934 6.750973 0.0488 0.1024 -0.0065 0.340
O 0.963536 -0.980670 4.794994 0.0139 -0.1063 -0.3107 -0.474
H 0.869818 0.302196 6.407930 0.0258 -0.1110 -0.0161 0.291
H 3.249063 -0.069953 7.087096 -0.0540 -0.0827 -0.0621 0.346
H 3.418707 -1.271734 5.772548 -0.0215 0.0951 0.0541 0.290
H 0.093569 -0.981795 2.377385 -0.1368 -0.1260 0.0014 0.640
C 0.039379 1.089185 -2.269245 -0.0267 0.0288 0.1327 -0.713
O -0.276798 1.121348 -3.435815 -0.0330 -0.1232 -0.0150 -0.622
C -0.896546 0.515743 -1.236736 -1.0053 -0.1889 -0.2146 1.019
C -1.659018 1.383865 -0.445414 -0.1572 -0.1241 -0.1009 -0.074
C -2.634684 0.882141 0.389572 0.1098 0.2677 -0.0360 -1.312
C -2.863287 -0.485991 0.391194 -0.6913 -0.3879 0.8040 0.941
C -2.158955 -1.363026 -0.419037 0.2658 -0.1239 -0.2448 -1.291
C -1.189822 -0.851188 -1.256551 -0.2331 0.0455 -0.0196 -0.423
H -0.629818 -1.507352 -1.902535 0.0741 -0.0818 -0.0569 0.564
H -2.366634 -2.419995 -0.371958 0.0439 -0.1583 -0.0620 0.676
S -4.059313 -1.138686 1.500575 -0.0957 0.1434 -0.4084 1.345
O -3.911329 -2.530724 1.733211 0.2185 -0.2071 -0.2460 -0.653
O -4.415925 -0.239115 2.538885 0.0974 0.3595 -0.0567 -0.652
N -5.787039 -1.200705 0.589728 0.6455 -0.1047 0.7016 -0.381
H -6.276352 -1.602802 1.394165 -0.0728 0.0049 -0.0606 0.412
C -6.379618 0.114673 0.287837 -0.1133 0.8586 -0.4417 -0.592
H -6.122889 0.797397 1.099570 -0.0829 -0.0649 -0.0261 0.404
H -7.467813 0.010143 0.235872 0.1322 -0.1405 0.1004 0.362
C -5.872678 0.637287 -1.060721 -0.0005 0.0824 0.1947 -0.061
O -6.100711 -0.305077 -2.075998 -0.2004 -0.0082 -0.1071 -0.437
C -5.395550 -1.495196 -1.834810 0.0610 -0.1701 0.0969 -0.056
H -5.611872 -2.154419 -2.676960 0.1031 -0.0547 0.1661 0.401
C -5.868726 -2.152260 -0.533373 0.1606 -0.3649 -0.8838 -0.592
H -5.260573 -3.023779 -0.285418 -0.1017 0.0264 0.0094 0.402
H -6.910334 -2.464393 -0.657797 0.0829 0.0853 0.1826 0.366
H -4.314761 -1.298433 -1.803140 -0.1540 -0.0397 -0.0706 -0.003
H -6.433042 1.530590 -1.341102 0.0968 -0.0256 0.1760 0.402
H -4.803807 0.887576 -1.005112 -0.1628 0.0165 -0.0531 -0.004
H -3.204730 1.520832 1.044963 -0.0239 0.1656 0.0532 0.644
H -1.461147 2.444124 -0.466998 0.0463 0.1168 0.0294 0.599
H 2.716775 2.975519 -2.182079 -0.0601 0.0501 -0.0709 0.547
H 1.566172 2.692532 -3.517970 0.0907 0.0829 0.1482 0.494
H 3.787900 1.657802 -3.978733 -0.0229 -0.0691 -0.0717 0.353
C 3.713462 -1.045649 -2.455966 -0.2330 -0.0764 -0.0031 -0.894
C 2.327732 -1.639355 -2.217159 0.3192 0.0379 -0.0133 -1.015
H 2.382709 -2.723014 -2.283475 -0.0860 -0.1361 -0.0468 0.530
H 1.616769 -1.287659 -2.961900 -0.1293 0.0118 -0.1235 0.215
H 1.966463 -1.364895 -1.228882 -0.0345 0.0098 0.1065 0.105
H 4.402984 -1.472667 -1.724897 0.0513 -0.0204 -0.0706 0.511
H 4.062426 -1.331970 -3.460339 0.0895 -0.0334 0.0879 0.303
H 4.899030 2.008121 -1.734392 0.0519 -0.0103 0.0998 0.316
H 5.264200 0.498187 -0.896982 -0.0037 0.1406 0.0259 0.433
```
Positions in Å, forces in eV/Å.

## Properties
total energy = -2477.12125 a.u.
orbital gap = 6.26 eV
M = 561.71 g/mol
net charge = +1
structure (SMILES) = CCN(CC)CCN(C(=O)c1ccc(S(=O)(=O)[NH+]2CCOCC2)cc1)c1nc2cc3c(cc2s1)OCCO3
highest occupied orbital energy = -9.88 eV
energy above the lowest of the compared OMol25 structures with the same formula, charge and spin = 164.1 kJ/mol
LUMO energy = -3.618 eV

***

2.
The following is a quantum chemistry calculation of a molecular structure, C26H33NOS5Tc at a distorted geometry, from OMol25.

The geometry in XYZ format:
```
67
Properties=species:S:1:pos:R:3:forces:R:3:mulliken_charge:R:1
Tc -0.158192 -0.528024 -1.366507 -0.7118 -0.1005 0.8099 0.134
C 2.465154 0.803969 -3.083598 -0.0464 -0.0887 0.0041 -0.913
C 2.189188 -0.487981 -3.832186 0.0484 0.1028 -0.0213 -0.730
S 0.416794 -0.865884 -3.668932 0.3019 -0.2018 -0.0794 0.143
C 0.315655 -2.631345 -4.074882 -0.0821 -0.0514 -0.0151 -0.645
C -1.002195 -3.128651 -3.519378 -0.0031 0.0792 -0.0640 -0.895
S -1.252102 -2.693249 -1.760729 0.0504 -0.0460 -0.0014 0.170
C -0.344537 -4.000671 -0.871929 0.0194 -0.0018 0.1440 -0.913
C 1.140116 -3.717201 -0.787010 -0.0229 0.0277 -0.1250 -0.732
S 1.279330 -2.023357 -0.162520 0.3033 -0.1783 -0.0557 0.156
C 3.005873 -1.587307 -0.527264 0.0262 0.0996 -0.0547 -0.671
C 3.119923 -0.079783 -0.411845 -0.0678 -0.0732 0.1146 -1.024
S 1.841563 0.804080 -1.367448 0.0495 0.1719 -0.0715 0.247
H 1.973204 1.657544 -3.551069 0.0048 -0.0108 -0.0253 0.376
H 3.533924 1.022746 -3.048448 -0.0029 0.0029 0.0251 0.609
H 2.767593 -1.329662 -3.457318 0.0099 -0.0019 -0.0086 0.321
H 2.406105 -0.366053 -4.895713 -0.0298 0.0027 0.0017 0.601
H 1.176497 -3.151877 -3.661428 0.0215 0.0143 -0.0189 0.361
H 0.340554 -2.722677 -5.163007 -0.0234 -0.0035 0.0058 0.541
H -1.095441 -4.213620 -3.597223 -0.0097 0.0002 0.0289 0.527
H -1.854514 -2.696684 -4.047178 0.0050 0.0095 0.0017 0.462
H -0.558668 -4.945878 -1.373931 -0.0268 0.0217 -0.0246 0.569
H -0.805247 -4.043752 0.116830 0.0039 0.0119 -0.0034 0.454
H 1.652732 -3.809556 -1.741977 0.0132 -0.0476 0.0121 0.300
H 1.624139 -4.378206 -0.063664 -0.0108 0.0298 0.0251 0.566
H 3.272328 -1.957511 -1.514927 0.0277 -0.0261 0.0164 0.344
H 3.634239 -2.087948 0.213298 -0.0279 0.0139 0.0277 0.622
H 4.092017 0.280850 -0.752422 -0.0133 0.0275 -0.0047 0.637
H 2.979957 0.258185 0.616074 -0.0035 -0.0027 -0.0038 0.340
O -0.230496 0.059287 0.689863 0.1456 0.1354 -0.7320 0.826
S -1.334863 0.326967 1.777237 -0.0842 -0.1431 0.8172 -0.200
C -0.967078 1.951014 2.416257 0.0979 -0.0437 -0.2856 0.477
C 0.222545 2.594607 2.125989 0.1589 0.1811 -0.0773 0.052
C 0.454823 3.843388 2.695489 0.0609 -0.2089 -0.1286 -0.790
C -0.490733 4.409428 3.538148 -0.0235 0.1100 0.0468 -0.605
C -1.684641 3.753122 3.805036 -0.0713 -0.1588 -0.0439 -0.787
C -1.935098 2.509141 3.235515 -0.1963 0.1047 0.1115 -0.262
C -0.927240 -0.656541 3.186140 -0.1721 -0.0061 -0.2922 0.716
C 0.347368 -0.615117 3.741366 0.2360 -0.0677 -0.0242 -0.249
C 0.566614 -1.284428 4.930248 -0.0006 0.0342 -0.0395 -0.842
C -0.484922 -1.960861 5.549792 0.0604 -0.0557 0.0584 -0.495
C -1.746017 -1.998270 4.982385 -0.0856 0.0161 -0.0929 -0.780
C -1.983475 -1.329628 3.784621 -0.0996 -0.2294 -0.0249 -0.489
H 0.942712 2.143124 1.454677 0.0339 0.0237 0.0496 0.235
H 1.373120 4.375408 2.484965 0.0226 -0.0407 0.0106 0.494
H -0.296956 5.375338 3.985341 -0.0170 0.0032 0.0074 0.474
H -2.423403 4.206714 4.451733 -0.0061 -0.0200 0.0080 0.494
H -2.866571 1.990411 3.436372 0.0059 0.0266 0.0529 0.515
H 1.142631 -0.076539 3.239648 0.0215 0.0721 0.1358 0.398
H 1.541651 -1.278404 5.398242 0.0251 0.0496 -0.0506 0.478
H -0.314548 -2.468875 6.489817 0.0383 0.0005 -0.0007 0.459
H -2.531769 -2.555206 5.474131 -0.0966 0.0931 -0.0477 0.476
H -2.965363 -1.333174 3.325872 -0.0276 -0.0254 0.0738 0.487
N -2.248261 0.011327 -1.320332 -0.0422 0.2279 0.0768 -0.116
C -1.801118 1.336599 -1.581285 0.2423 0.2581 -0.1259 0.096
C -1.249833 1.620323 -2.856440 -0.2406 -0.0008 0.0037 -0.107
C -0.707542 2.877459 -3.102457 0.0431 0.0227 0.0111 -0.980
C -0.739979 3.847694 -2.114279 -0.0288 -0.0349 0.0191 -0.616
C -1.361227 3.587403 -0.877978 -0.0083 0.0533 -0.0543 -0.529
C -1.888602 2.350009 -0.607944 -0.0229 -0.0468 -0.1093 -1.026
H -2.709512 -0.079617 -0.410876 0.0458 -0.0063 -0.0095 0.177
H -2.867638 -0.367999 -2.038292 0.1213 -0.0803 -0.0512 0.429
H -1.407660 0.942599 -3.682979 0.0088 -0.0463 0.0228 0.900
H -0.335330 3.114121 -4.091445 -0.0076 0.0203 0.0054 0.650
H -0.350847 4.838249 -2.316514 -0.0002 -0.0055 0.0003 0.541
H -1.461678 4.382497 -0.150001 0.0216 -0.0155 0.0124 0.545
H -2.435054 2.177935 0.308272 0.0380 0.0220 0.0275 0.995
```
Positions in Å, forces in eV/Å.

## Properties
total energy = -3210.78524 a.u.
orbital gap (alpha / beta) = 4.72 / 4.49 eV
M = 633.89 g/mol
net charge = +4
highest occupied orbital energy (alpha / beta) = -19.06 / -19.06 eV
energy above the lowest of the compared OMol25 structures with the same formula, charge and spin = 0.0 kJ/mol
spin multiplicity = 2
LUMO energy (alpha / beta) = -14.339 / -14.567 eV

***

3.
The following is a quantum chemistry calculation of a molecular structure, C26H34AsMnN3S, from OMol25.

The geometry in XYZ format:
```
66
Properties=species:S:1:pos:R:3:forces:R:3:mulliken_charge:R:1
Mn -2.278687 -0.430389 0.185820 -0.5515 0.0231 0.2361 -0.410
C -3.070382 2.987221 -2.152216 0.0207 -0.0611 -0.0077 -0.959
C -2.013839 1.918913 -2.487169 -0.0596 0.0705 0.0215 -0.755
N -1.195532 1.527363 -1.355551 0.2407 -0.0368 -0.0852 0.486
C -0.498505 2.579761 -0.637644 0.0238 -0.0040 -0.0452 -0.685
C -0.672218 2.429470 0.890607 0.0795 -0.0433 0.0951 -1.090
N -1.957893 1.908547 1.265807 0.0572 0.2657 0.1545 0.978
C -3.047955 2.825080 1.468901 0.0434 0.0314 -0.0865 -1.190
C -3.431664 3.620580 0.221578 -0.0539 -0.0110 0.0354 -0.519
N -3.797084 2.792820 -0.913806 -0.0129 -0.0261 -0.0222 -0.021
H -3.762936 3.002298 -3.005945 0.0039 0.0174 -0.0070 0.357
H -2.612249 3.983110 -2.135046 0.0104 -0.0094 0.0238 0.365
H -1.418238 2.303042 -3.337296 -0.0298 0.0090 -0.0081 0.420
H -2.519271 1.013443 -2.828267 0.0050 -0.0084 0.0081 0.328
H -0.576701 0.775251 -1.641279 -0.0645 -0.0418 0.0567 -0.051
H -0.880506 3.550581 -0.959225 -0.0022 -0.0106 -0.0076 0.373
H 0.578148 2.583918 -0.863874 -0.0377 0.0046 0.0104 0.455
H -0.432956 3.397754 1.370667 -0.0142 -0.0035 -0.0072 0.182
H 0.072152 1.706179 1.237358 -0.0240 0.0468 0.0227 0.330
H -1.927506 1.204433 2.013687 -0.1230 -0.1885 -0.1778 0.125
H -2.845847 3.558165 2.275488 -0.0040 0.0192 -0.0183 0.356
H -3.901225 2.218353 1.788180 -0.0092 0.0057 0.0075 0.235
H -2.612306 4.300420 -0.046954 0.0128 -0.0235 0.0091 0.250
H -4.268675 4.276203 0.513031 0.0008 0.0008 -0.0109 0.389
H -3.802593 1.801835 -0.662659 0.0053 0.0389 -0.0053 -0.023
S -1.299174 -1.715639 -1.976670 0.0826 0.1113 -0.1290 -0.502
C -0.026914 -2.839804 -1.606785 0.0489 -0.1725 -0.0525 1.028
C 0.043122 -4.064903 -2.305071 -0.0530 0.0368 -0.0082 -0.657
C 1.034733 -4.992878 -2.065101 0.0712 -0.0429 0.0323 -0.433
C 2.015899 -4.748832 -1.104088 -0.0436 0.0028 -0.0434 -0.839
C 1.965957 -3.556444 -0.400274 -0.0085 -0.0093 -0.0253 -0.121
C 0.970506 -2.612600 -0.639952 0.0406 0.0177 0.1497 -0.866
As 0.930015 -0.919463 0.328168 -0.0192 -0.0236 0.1132 1.145
C 1.865796 -1.468387 1.982035 -0.1446 0.0708 -0.2394 -0.157
C 3.246192 -1.473700 2.153865 0.0883 -0.0087 0.0422 0.066
C 3.808013 -1.865770 3.363826 -0.0709 0.0195 -0.0508 -0.704
C 2.981752 -2.260766 4.406973 0.0913 -0.0291 0.1101 -0.394
C 1.604502 -2.260202 4.235859 -0.1386 0.0106 -0.0414 -0.740
C 1.036761 -1.862830 3.030511 0.1386 -0.1104 0.1129 -0.369
C 2.473934 -0.085817 -0.597674 -0.1334 -0.0325 0.0001 0.081
C 3.155196 0.973867 -0.000688 0.1300 0.1554 -0.0327 -0.037
C 4.082450 1.726501 -0.711554 -0.0782 -0.0422 0.1249 -0.680
C 4.329469 1.442406 -2.047863 0.0825 0.0802 -0.0279 -0.439
C 3.649196 0.401044 -2.658509 -0.0993 -0.1347 -0.0107 -0.609
C 2.729745 -0.356832 -1.939780 0.0916 0.0089 -0.1169 -0.499
H -0.723179 -4.261678 -3.045524 0.0052 -0.0046 0.0007 0.364
H 1.042959 -5.922255 -2.626672 0.0037 0.0009 0.0006 0.302
H 2.795393 -5.474855 -0.903712 -0.0006 -0.0046 -0.0023 0.364
H 2.717546 -3.356501 0.355166 -0.0087 0.0033 0.0076 0.303
H 3.896905 -1.175350 1.339366 -0.0159 -0.0089 0.0076 0.373
H 4.885983 -1.865761 3.484405 0.0011 -0.0111 0.0133 0.372
H 3.415922 -2.570868 5.352587 -0.0180 0.0019 -0.0085 0.324
H 0.950703 -2.571421 5.043824 0.0358 0.0002 0.0206 0.425
H -0.050914 -1.867506 2.878887 0.0643 0.0283 -0.0239 0.178
H 2.963005 1.213285 1.040582 -0.0255 0.0256 -0.0002 0.363
H 4.604150 2.541099 -0.221152 0.0038 0.0033 -0.0054 0.346
H 5.042010 2.034830 -2.610706 0.0071 -0.0024 0.0075 0.350
H 3.830297 0.173655 -3.703170 -0.0074 0.0033 -0.0017 0.377
H 2.199852 -1.167519 -2.428020 -0.0083 0.0061 0.0019 0.333
C -2.191607 -1.023015 2.163585 0.1575 0.1912 -0.0901 -0.954
H -3.027446 -1.634306 2.541333 0.0504 -0.0656 0.0121 0.054
H -1.620498 -0.675789 3.043138 0.0907 -0.0989 -0.0101 0.369
C -4.321360 -0.350720 -0.743532 0.0621 -0.0434 -0.0404 -1.306
H -5.086412 0.198512 -0.175793 -0.0002 -0.0065 0.0129 0.322
H -4.563517 -1.418062 -0.626981 -0.0278 -0.0056 -0.0069 0.295
H -4.482474 -0.119080 -1.809032 0.0372 0.0144 0.0051 0.247
```
Positions in Å, forces in eV/Å.

## Properties
total energy = -4960.20205 a.u.
orbital gap (alpha / beta) = 2.75 / 3.29 eV
M = 550.51 g/mol
net charge = -2
highest occupied orbital energy (alpha / beta) = 1.86 / 1.31 eV
spin multiplicity = 6
LUMO energy (alpha / beta) = 4.607 / 4.602 eV